Here is C3H7NOS in the gas phase in a non-equilibrium geometry from the Open Molecules 2025 dataset. Energies are from the ωB97M-V functional and the def2-TZVPD basis.

Structure (XYZ):
```
13
Properties=species:S:1:pos:R:3:forces:R:3:mulliken_charge:R:1
N -1.680 0.177 0.896 -0.44 0.32 -0.24 -0.718
C -0.325 0.404 0.410 -0.65 -0.48 0.29 0.099
C -0.134 1.681 -0.372 -0.09 0.00 0.02 -0.174
O -1.022 2.224 -0.976 0.06 0.08 0.06 -0.469
C 0.121 -0.777 -0.506 0.15 0.13 1.58 -0.720
S 1.502 -1.647 0.307 -0.01 0.09 0.47 -0.246
H -2.355 0.345 0.153 0.14 -0.15 -0.13 0.277
H -1.911 0.896 1.576 0.10 -0.12 0.12 0.245
H 0.273 0.437 1.315 0.50 0.06 -0.05 0.465
H 0.899 2.070 -0.381 0.11 0.11 -0.16 0.370
H -0.712 -1.467 -0.566 -0.11 0.09 -0.39 0.330
H 0.435 -0.372 -1.434 0.21 -0.08 -1.09 0.420
H 2.236 -2.000 -0.737 0.04 -0.06 -0.48 0.122
```
Positions in Å, forces in eV/Å.

Summary:
- E (eV) = -17596.5686
- HOMO level (eV) = -9.24
- SMILES = N[C@H](C=O)CS
- energy relative to the best compared isomer or geometry (same formula, charge and spin) (kJ/mol) = 131.29
- frontier orbital gap (eV) = 10.0804